The following is a DFT calculation (wB97M-V/def2-TZVPD) of a structure of composition C8H10AlN2Se.

Atoms and positions in Å:
C: -0.4296 1.0519 -1.8355
C: 0.9675 1.1897 -1.5982
C: 1.1379 2.0149 -0.4503
C: -0.1514 2.3768 0.0287
C: -1.1226 1.7781 -0.8253
Al: 0.0000 0.0000 0.2470
N: -1.3144 -1.3063 0.2761
C: -0.3596 -2.3518 -0.2466
C: 1.0297 -1.6943 -0.4419
H: 2.0922 2.2874 0.0046
H: 1.7669 0.7414 -2.1886
H: -0.3635 2.9780 0.9142
H: -2.2064 1.8476 -0.7127
H: -0.8913 0.4553 -2.6245
H: 1.3940 -1.7685 -1.4766
H: -0.3105 -3.1937 0.4736
H: -2.2888 -1.6088 0.2711
H: 1.7858 -2.0558 0.2712
H: -0.7359 -2.7420 -1.2129
Se: 0.0000 0.0000 5.3169
C: 0.0000 0.0000 3.5627
N: 0.0000 0.0000 2.2470

Cartesian forces (eV/Å) of the 2 atoms listed first:
C 0.4 0.3 -0.1
C -0.5 0.7 -0.3

Summary:
total charge = -1
max |F| = 10.93 eV/A
multiplicity = 1

---

The following is a DFT calculation (wB97M-V/def2-TZVPD) of a cluster of 7 separate species, H14O7 in total.

Atoms and positions in Å:
O: -0.8091 -0.6520 1.3116
H: 0.0242 -0.5022 1.7723
H: -0.6628 -1.4692 0.8220
O: -2.8202 -1.8931 0.5221
H: -3.5456 -2.5249 0.4618
H: -2.3025 -2.2016 1.2744
O: 3.1362 -1.3164 -1.2205
H: 3.1591 -1.2831 -2.1835
H: 2.8317 -2.2095 -1.0240
O: -2.0139 2.4698 -0.2950
H: -2.0052 2.9371 0.5479
H: -2.9141 2.1330 -0.3672
O: -0.0229 2.3833 -1.3872
H: -0.8652 1.9149 -1.3951
H: 0.0497 2.7199 -0.4869
O: 3.2658 1.1219 1.8286
H: 2.4410 1.6163 1.8941
H: 2.9835 0.2168 1.6548
O: -0.1822 -1.4370 -1.4269
H: 0.3300 -1.5085 -0.6136
H: -0.0775 -0.5156 -1.6898

Cartesian forces (eV/Å) of the 2 atoms listed first:
O 0.7 0.0 0.5
H -0.1 0.1 0.1

Summary:
relative energy (zero: lowest compared OMol25 entry of this formula, charge and spin) = 71.3 kcal per mole
SMILES string = O.O.O.O.O.O.O
max |F| = 2.54 eV/A
multiplicity = 1

---

The following is a DFT calculation (wB97M-V/def2-TZVPD) of a structure of composition C46H39Br3IO17P2S.

Atoms and positions in Å:
C: 4.1456 -1.4344 1.3830
C: 3.0796 -0.4550 1.9419
Br: 3.6967 0.3776 3.6522
C: 1.5629 -0.8166 1.8221
Br: 0.6214 0.6183 2.8634
P: 0.7733 -2.5147 2.3057
C: 1.6967 -3.4674 0.9078
S: -0.1949 -4.4324 2.8239
Br: -0.5712 -1.4947 3.9616
I: 2.5322 -3.0998 4.0656
P: -0.9302 -2.2194 0.7974
O: -1.7540 -3.4618 0.7441
O: -1.9750 -1.0238 1.2657
O: -0.3702 -1.9866 -0.7451
H: 5.0147 -0.7976 1.1069
H: 3.8295 -1.9049 0.4373
H: 4.5328 -2.1573 2.1133
H: 3.1937 0.4228 1.2744
H: 1.2420 -0.5820 0.7852
H: 2.5284 -4.0579 1.3172
H: 0.9524 -4.1801 0.5042
H: 1.9792 -2.8168 0.0608
H: 0.4139 -4.9132 3.9403
H: -2.4343 -0.7009 0.4663
H: -0.6859 -2.6980 -1.3251
C: -3.2666 -1.7962 -4.6604
C: -2.2698 -2.4239 -4.0435
C: -0.9318 -2.5358 -4.6648
O: -0.0232 -3.1094 -4.1015
C: -0.7435 -1.9187 -5.9989
C: -1.7421 -1.2893 -6.6168
C: -3.0830 -1.1789 -5.9951
O: -3.9951 -0.6029 -6.5543
H: -4.2505 -1.7070 -4.2171
H: -2.3905 -2.8772 -3.0667
H: 0.2387 -2.0088 -6.4333
H: -1.6222 -0.8320 -7.5912
C: 0.9630 2.3593 -4.4268
C: 0.9551 1.1395 -4.9570
C: 1.3335 0.9160 -6.3704
O: 1.3252 -0.2006 -6.8562
C: 1.7223 2.0981 -7.1725
C: 1.7309 3.3182 -6.6431
C: 1.3521 3.5443 -5.2272
O: 1.3604 4.6556 -4.7457
H: 0.6888 2.5439 -3.3958
H: 0.6746 0.2622 -4.3862
H: 1.9961 1.9123 -8.2037
H: 2.0115 4.1947 -7.2133
C: 2.0774 4.1701 7.4834
C: 1.1633 5.1363 7.5062
C: -0.0193 5.0973 6.6132
O: -0.8518 5.9822 6.6348
C: -0.1451 3.9420 5.6963
C: 0.7685 2.9730 5.6706
C: 1.9522 3.0113 6.5645
O: 2.7866 2.1329 6.5503
H: 2.9476 4.1816 8.1278
H: 1.2381 5.9883 8.1704
H: -1.0156 3.9312 5.0528
H: 0.6883 2.1226 5.0034
C: -3.5873 3.1565 -0.9322
C: -3.5297 1.8838 -0.5469
C: -3.4461 0.7902 -1.5410
O: -3.3921 -0.3784 -1.2036
C: -3.4262 1.1583 -2.9670
C: -3.4815 2.4277 -3.3571
C: -3.5667 3.5280 -2.3691
O: -3.6167 4.6887 -2.7196
H: -3.6496 3.9729 -0.2240
H: -3.5410 1.5915 0.4967
H: -3.3632 0.3397 -3.6684
H: -3.4681 2.7143 -4.4011
C: -8.3919 -1.1549 -1.6158
C: -7.3628 -0.5798 -2.2332
C: -7.2309 0.8943 -2.2957
O: -6.2929 1.4203 -2.8605
C: -8.2860 1.7047 -1.6434
C: -9.3153 1.1304 -1.0260
C: -9.4483 -0.3450 -0.9633
O: -10.3854 -0.8685 -0.3994
H: -8.5056 -2.2299 -1.5601
H: -6.5818 -1.1551 -2.7138
H: -8.1709 2.7799 -1.6991
H: -10.0958 1.7059 -0.5448
C: 6.7299 0.2918 -3.1086
C: 5.8324 1.2744 -3.1212
C: 4.7006 1.2698 -4.0775
O: 3.8843 2.1696 -4.0872
C: 4.6050 0.1278 -5.0182
C: 5.5022 -0.8547 -5.0058
C: 6.6349 -0.8498 -4.0493
O: 7.4519 -1.7455 -4.0369
H: 7.5634 0.2786 -2.4180
H: 5.8854 2.1152 -2.4412
H: 3.7726 0.1385 -5.7092
H: 5.4484 -1.6956 -5.6855
C: 4.1648 -3.9074 8.8584
C: 3.5946 -3.7499 10.0503
C: 2.5212 -2.7489 10.2633
O: 2.0036 -2.6059 11.3541
C: 2.1066 -1.9328 9.0999
C: 2.6759 -2.0885 7.9060
C: 3.7494 -3.0889 7.6929
O: 4.2637 -3.2297 6.6068
H: 4.9501 -4.6320 8.6831
H: 3.8837 -4.3378 10.9125
H: 1.3212 -1.2088 9.2752
H: 2.3864 -1.5007 7.0425

Cartesian forces (eV/Å) of the 2 atoms listed first:
C 0.7 0.7 0.1
C 0.3 0.5 -1.2

Summary:
total charge = -1
max |F| = 3.78 eV/A
multiplicity = 1

---

The following is a DFT calculation (wB97M-V/def2-TZVPD) of a cluster of 3 separate species, C2H13N2O2 in total.

Atoms and positions in Å:
N: 0.5720 0.1310 -0.4944
C: -0.7029 -0.3750 -1.1607
C: -1.8380 -0.2879 -0.0497
N: -1.9714 -1.5693 0.6028
H: 0.3818 1.1367 -0.2668
H: 0.8515 -0.4655 0.3158
H: 1.3450 0.3327 -1.1327
H: -1.0315 0.1236 -2.0505
H: -0.5095 -1.5414 -1.3101
H: -1.7029 0.6064 0.5856
H: -2.7898 -0.0382 -0.6396
H: -2.2266 -1.5840 1.6114
H: -2.6706 -2.0820 0.0683
H: 1.0169 3.3708 -0.6769
H: 1.7237 3.1882 0.7589
O: 1.0286 3.0470 0.1680
H: 3.4031 -1.3990 0.7659
H: 2.4961 -1.6030 1.8449
O: 2.6246 -0.9908 1.0598

Cartesian forces (eV/Å) of the 2 atoms listed first:
N -1.1 1.8 -1.1
C -0.1 -3.4 2.4

Summary:
total charge = +1
relative energy (zero: lowest compared OMol25 entry of this formula, charge and spin) = 34.9 kcal per mole
max |F| = 4.70 eV/A
multiplicity = 1

---

| no. | total energy (eV) | gap between HOMO and LUMO (Ha) |
| --- | --- | --- |
| 1 | -83383.0763 | 0.253 |
| 2 | -14558.3696 | 0.387 |
| 3 | -330777.7229 | 0.140 |
| 4 | -9353.1211 | 0.374 |